Computed, not measured: C10H9BrN6 in the gas phase at a distorted geometry, with ωB97M-V/def2-TZVPD.

Each atom is followed by the atoms it is bonded to, with distances in Å.
Cartesian coordinates (Å):
1 N -3.2604 -0.6456 -3.1923  C2 1.370, H18 0.995, H19 1.010
2 C -2.1142 -0.9558 -3.8763  N1 1.370, N3 1.308, N6 1.378
3 N -2.1846 -1.2946 -5.1378  C2 1.308, N4 1.348
4 N -0.8930 -1.4607 -5.4866  N3 1.348, N5 1.295
5 N -0.0580 -1.2360 -4.5231  N4 1.295, N6 1.364
6 N -0.8093 -0.9013 -3.4354  C2 1.378, N5 1.364, N7 1.367
7 N -0.3834 -0.5505 -2.1850  N6 1.367, C8 1.288
8 C 0.8734 -0.4521 -1.9233  N7 1.288, C9 1.461, H20 1.093
9 C 1.3459 -0.0663 -0.5955  C8 1.461, Br10 1.904, C11 1.395
10 Br 3.1590 0.5081 -0.5023  C9 1.904
11 C 0.5043 -0.0706 0.5174  C9 1.395, C12 1.502, H21 1.095
12 C 0.7726 0.2931 1.9494  C11 1.502, C13 1.420, C17 1.419
13 C 1.5323 1.4352 2.3185  C12 1.420, C14 1.400, H22 1.090
14 C 1.6481 1.8526 3.6500  C13 1.400, C15 1.413, H23 1.081
15 C 1.0943 1.0478 4.6707  C14 1.413, C16 1.387, H24 1.077
16 C 0.2370 0.0069 4.3478  C15 1.387, C17 1.400, H25 1.087
17 C 0.0533 -0.3306 3.0016  C12 1.419, C16 1.400, H26 1.101
18 H -4.0513 -0.4717 -3.7705  N1 0.995
19 H -3.0850 0.0531 -2.4846  N1 1.010
20 H 1.6671 -0.6253 -2.6545  C8 1.093
21 H -0.5201 -0.4168 0.3420  C11 1.095
22 H 2.0247 1.9777 1.5119  C13 1.090
23 H 2.2065 2.7542 3.8586  C14 1.081
24 H 1.1974 1.2609 5.7215  C15 1.077
25 H -0.2736 -0.5924 5.0968  C16 1.087
26 H -0.6831 -1.1194 2.7812  C17 1.101

Its spin multiplicity is 1. Its SMILES is Nc1nnnn1/N=C/C(Br)=C/c1ccccc1. The HOMO-LUMO gap is 7.87 eV. As for the LUMO energy: -0.924 eV.

natural (NBO) population analysis, charges in e, atoms 1 to 6: atom 1 (N): -0.792, atom 2 (C): 0.497, atom 3 (N): -0.344, atom 4 (N): -0.039, atom 5 (N): -0.106, atom 6 (N): -0.094